{
  "formula": "C8H15N2O2",
  "method": "ωB97M-V/def2-TZVPD",
  "symbols": ["C", "C", "C", "O", "C", "C", "N", "C", "O", "C", "N", "C", "H", "H", "H", "H", "H", "H", "H", "H", "H", "H", "H", "H", "H", "H", "H"],
  "positions_angstrom": [[-1.004, 1.233, -2.277], [-1.613, -0.033, -1.609], [-1.154, -0.258, -0.193], [-1.380, -1.575, 0.241], [-1.906, -1.825, 1.533], [0.403, -0.020, 0.020], [1.280, -0.457, -0.861], [2.514, -0.262, -0.444], [3.580, -0.617, -1.268], [2.474, 0.405, 0.701], [1.164, 0.604, 0.952], [0.606, 1.171, 2.134], [-0.876, 2.213, -1.659], [-0.081, 1.078, -2.900], [-1.678, 1.573, -3.063], [-1.369, -0.857, -2.335], [-2.712, -0.046, -1.633], [-1.641, 0.523, 0.527], [-1.744, -0.964, 2.121], [-1.591, -2.752, 2.054], [-3.042, -2.020, 1.451], [1.022, -1.066, -1.561], [4.430, -0.703, -0.738], [3.062, 0.800, 1.511], [1.162, 2.020, 2.540], [-0.401, 1.504, 1.853], [0.494, 0.332, 2.902]],
  "forces_ev_per_a": [[0.1, 1.8, -0.3], [0.6, 0.1, -1.6], [1.0, 1.0, 2.8], [0.2, -0.7, -0.7], [-2.7, -1.0, -0.3], [-1.0, 1.4, 0.1], [-0.9, -0.3, 0.4], [5.1, -0.6, -1.9], [-0.3, 0.0, 1.8], [0.2, 1.3, 2.1], [-2.9, -1.1, -0.8], [-1.3, -0.8, 1.7], [-0.1, -2.0, -0.6], [-0.5, -0.2, 1.2], [-0.4, -0.1, 0.1], [0.1, 0.3, 1.2], [0.3, 0.3, 0.3], [0.5, -1.3, -1.3], [0.1, 0.8, 1.1], [0.8, 0.6, -0.8], [1.5, 0.7, 0.0], [-0.5, -1.4, -2.2], [-1.6, 0.2, -0.8], [1.1, -0.2, -0.7], [0.1, -0.3, -0.2], [0.3, 0.1, 0.4], [0.2, 1.4, -0.7]],
  "total_energy_ev": -15606.5475,
  "fmax_ev_per_a": 5.5,
  "homo_lumo_gap_ev": 10.4,
  "charge": 1,
  "de_lowest_kj_mol": 16.61,
  "smiles": "CC[C@@H](OC)c1[nH+]c(O)cn1C"
}


{
  "formula": "C2H6N3O2",
  "method": "ωB97M-V/def2-TZVPD",
  "symbols": ["C", "C", "N", "N", "N", "O", "O", "H", "H", "H", "H", "H", "H"],
  "positions_angstrom": [[0.629, -0.946, -0.368], [0.193, 2.389, 0.158], [-0.487, 2.419, -0.801], [-0.552, -0.391, -0.168], [-1.261, -1.136, 0.794], [0.995, -1.992, 0.267], [0.984, 2.396, 0.995], [1.261, -0.282, -0.948], [-0.876, 0.531, -0.589], [-1.294, 3.025, -1.160], [-2.284, -0.970, 0.939], [-0.722, -1.090, 1.680], [0.255, -2.301, 0.681]],
  "forces_ev_per_a": [[-1.2, 3.0, -0.4], [1.8, 1.9, 1.7], [-4.2, 0.4, -3.6], [0.0, -1.3, 0.5], [-0.8, 0.1, 1.1], [4.0, 1.6, -2.6], [0.4, -0.7, 0.9], [0.7, -0.9, -0.3], [0.6, -1.1, 0.5], [2.0, -1.2, 1.1], [1.5, 0.2, -0.6], [-1.0, 0.4, -0.4], [-3.7, -2.3, 2.2]],
  "total_energy_ev": -10727.8979,
  "fmax_ev_per_a": 5.6,
  "homo_lumo_gap_ev": 11.2,
  "charge": 1,
  "de_lowest_kj_mol": 100.96
}


{
  "formula": "C25H85N29O16",
  "method": "ωB97M-V/def2-TZVPD",
  "symbols": ["C", "C", "C", "O", "C", "N", "H", "H", "H", "H", "H", "H", "H", "H", "H", "H", "H", "C", "C", "C", "O", "C", "N", "H", "H", "H", "H", "H", "H", "H", "H", "H", "H", "H", "C", "C", "C", "O", "C", "N", "H", "H", "H", "H", "H", "H", "H", "H", "H", "H", "H", "C", "O", "N", "N", "H", "H", "H", "H", "C", "O", "N", "N", "H", "H", "H", "H", "C", "O", "N", "N", "H", "H", "H", "H", "C", "O", "N", "N", "H", "H", "H", "H", "C", "O", "N", "N", "H", "H", "H", "H", "C", "O", "N", "N", "H", "H", "H", "H", "C", "O", "N", "N", "H", "H", "H", "H", "C", "O", "N", "N", "H", "H", "H", "H", "C", "O", "N", "N", "H", "H", "H", "H", "C", "O", "N", "N", "H", "H", "H", "H", "C", "O", "N", "N", "H", "H", "H", "H", "C", "O", "N", "N", "H", "H", "H", "H", "C", "O", "N", "N", "H", "H", "H", "H"],
  "positions_angstrom": [[1.969, -1.652, -0.641], [0.503, -1.482, -0.353], [0.290, 0.084, -0.104], [-1.088, 0.372, 0.208], [-1.378, 0.177, 1.661], [-0.296, -1.991, -1.456], [2.126, -2.718, -0.802], [2.698, -1.221, 0.045], [2.251, -1.147, -1.565], [0.384, -2.135, 0.512], [0.584, 0.649, -0.988], [0.906, 0.392, 0.741], [-1.005, 1.000, 2.271], [-0.890, -0.709, 2.065], [-2.403, -0.070, 1.937], [-1.222, -1.633, -1.270], [-0.111, -1.421, -2.269], [-3.505, 2.429, 3.530], [-3.776, 3.906, 3.985], [-4.823, 4.547, 3.037], [-5.321, 5.715, 3.566], [-4.274, 6.726, 3.895], [-4.389, 3.713, 5.262], [-3.254, 2.309, 2.476], [-4.446, 1.887, 3.621], [-2.700, 1.947, 4.085], [-2.835, 4.397, 4.233], [-5.746, 3.982, 3.166], [-4.525, 4.572, 1.989], [-4.879, 7.633, 3.909], [-3.465, 6.800, 3.169], [-3.739, 6.663, 4.842], [-5.138, 3.036, 5.238], [-4.974, 4.536, 5.265], [4.384, -1.119, -4.848], [4.361, 0.094, -3.933], [5.716, 0.226, -3.167], [6.133, -0.935, -2.498], [7.537, -0.855, -2.126], [4.300, 1.327, -4.700], [3.562, -1.225, -5.556], [4.351, -2.010, -4.221], [5.299, -1.302, -5.412], [3.661, -0.139, -3.130], [5.570, 0.965, -2.379], [6.504, 0.705, -3.748], [7.670, 0.021, -1.492], [8.112, -0.681, -3.035], [7.862, -1.734, -1.569], [3.515, 1.420, -5.328], [4.272, 2.094, -4.043], [-2.220, 3.709, -1.508], [-3.306, 3.218, -1.493], [-1.047, 3.202, -1.040], [-2.048, 4.896, -1.988], [-1.028, 2.275, -0.638], [-0.205, 3.734, -1.209], [-1.117, 5.266, -2.117], [-2.943, 5.233, -2.313], [-3.503, -3.140, -2.248], [-3.237, -4.175, -1.799], [-3.587, -2.947, -3.558], [-3.582, -2.008, -1.613], [-3.858, -2.076, -3.991], [-3.497, -3.783, -4.117], [-3.581, -1.281, -2.315], [-3.480, -1.890, -0.616], [0.898, 2.766, -4.426], [0.725, 2.127, -5.393], [0.948, 2.275, -3.180], [1.131, 4.032, -4.284], [1.205, 2.774, -2.341], [0.735, 1.290, -3.244], [0.916, 4.349, -3.350], [1.165, 4.652, -5.082], [-3.370, -2.918, 1.841], [-3.911, -1.959, 1.353], [-2.314, -3.584, 1.305], [-3.832, -3.610, 2.810], [-1.885, -4.304, 1.869], [-1.748, -3.091, 0.630], [-3.515, -4.532, 3.073], [-4.541, -3.151, 3.363], [-1.867, -0.736, 5.828], [-1.349, 0.060, 5.029], [-1.706, -2.061, 5.938], [-2.833, -0.316, 6.601], [-0.910, -2.499, 5.498], [-1.949, -2.437, 6.843], [-3.364, -0.932, 7.201], [-3.207, 0.619, 6.527], [1.296, -6.216, -1.126], [1.652, -6.250, -2.309], [0.782, -7.242, -0.483], [1.217, -5.167, -0.393], [0.782, -8.149, -0.928], [0.493, -6.979, 0.448], [0.710, -5.244, 0.478], [1.467, -4.309, -0.864], [-1.224, -0.172, -3.802], [0.002, -0.487, -3.696], [-1.955, 0.364, -2.834], [-1.991, -0.086, -4.862], [-1.552, 0.497, -1.917], [-2.930, 0.551, -3.023], [-1.369, -0.207, -5.648], [-2.999, -0.122, -4.818], [1.777, -3.329, -5.153], [2.263, -4.164, -5.883], [1.560, -3.427, -3.845], [1.348, -2.152, -5.500], [0.982, -2.621, -3.652], [1.499, -4.358, -3.458], [0.990, -1.470, -4.847], [1.649, -1.676, -6.338], [1.454, -3.397, 4.166], [0.566, -3.747, 5.053], [2.734, -3.378, 4.584], [1.300, -3.108, 2.919], [3.056, -3.732, 5.474], [3.474, -2.983, 4.021], [2.155, -2.866, 2.439], [0.468, -3.342, 2.397], [1.071, 5.333, 2.797], [1.773, 5.365, 1.830], [0.101, 4.478, 3.078], [1.315, 6.037, 3.844], [-0.326, 3.852, 2.411], [-0.137, 4.548, 4.057], [0.783, 5.753, 4.654], [2.148, 6.600, 3.941], [5.498, -3.582, -0.139], [6.138, -4.290, -0.971], [5.456, -2.258, -0.184], [4.783, -4.113, 0.835], [5.717, -1.901, -1.092], [4.980, -1.738, 0.540], [4.290, -3.600, 1.552], [4.700, -5.116, 0.920], [2.959, 2.828, -0.092], [2.169, 3.368, -0.823], [3.512, 3.262, 0.999], [3.305, 1.576, -0.220], [4.194, 2.646, 1.418], [3.180, 4.152, 1.342], [3.593, 1.014, 0.568], [2.875, 1.057, -0.973], [-5.839, 1.091, 0.802], [-6.833, 1.843, 0.781], [-5.919, 0.007, 1.501], [-4.630, 1.465, 0.345], [-5.208, -0.674, 1.277], [-6.614, -0.213, 2.201], [-3.941, 0.735, 0.455], [-4.271, 2.255, -0.172]],
  "forces_ev_per_a": [[0.6, -0.2, -1.2], [0.9, 1.9, -0.2], [-0.9, -2.0, 1.3], [-0.3, -0.1, 1.4], [0.8, -0.5, -0.4], [-0.2, 0.1, 1.1], [0.7, 0.3, 0.0], [-0.3, -0.3, 0.7], [-0.2, -0.2, -0.5], [-0.9, 0.5, 0.5], [-0.1, -0.1, -0.2], [0.2, 0.2, 0.0], [-0.1, 0.2, -0.3], [0.6, -0.2, -0.4], [-0.3, 0.7, -0.9], [-0.8, -0.6, 0.3], [0.8, -0.2, -0.3], [0.4, 0.8, -0.9], [-0.2, -3.3, -1.2], [0.4, -1.3, 0.8], [2.1, 3.2, 1.0], [-1.5, 0.1, -0.7], [-1.0, 1.3, 1.6], [0.1, 0.4, -0.2], [0.0, -0.2, 0.2], [-0.2, 0.0, 0.3], [0.0, 0.5, -0.9], [0.3, -1.1, -0.8], [0.1, 0.3, -0.1], [0.4, 0.2, 0.0], [-0.3, -0.2, -0.6], [-0.5, -0.8, 0.4], [0.2, -0.8, -0.4], [-0.2, 0.8, 1.3], [0.3, -1.1, 0.2], [2.3, -0.8, -0.7], [-0.6, 0.8, 0.6], [1.2, -0.9, -0.2], [-0.9, 0.7, -0.4], [-0.2, 0.1, 0.7], [0.0, 0.5, 0.3], [-0.3, -0.1, 0.1], [0.2, 0.7, -0.1], [-0.9, 0.6, -0.1], [-0.4, 0.5, 0.3], [0.1, -0.6, -0.7], [0.1, 0.2, 0.2], [0.2, -0.3, 0.0], [-0.3, -0.1, -0.4], [-0.3, -0.3, 0.1], [-0.1, 0.4, -0.1], [2.9, -1.2, 1.2], [-2.7, -2.2, 0.5], [-0.2, -0.7, 0.5], [-0.2, 3.2, -1.5], [0.2, 0.1, 0.0], [0.0, -0.6, 0.5], [-0.8, 0.5, -0.3], [0.7, 0.9, -0.4], [0.4, 1.6, -1.3], [0.8, -5.6, 2.7], [-0.4, -0.3, -3.6], [-0.6, 3.4, 1.1], [-0.1, -0.6, 0.0], [-0.1, 0.4, -0.1], [0.0, 0.7, 1.6], [-0.3, 0.1, -0.1], [0.7, -0.2, 3.5], [-0.7, -2.2, -4.1], [-0.7, -3.2, 0.7], [0.5, 5.2, -1.0], [0.4, -0.5, -0.2], [0.2, -0.2, 1.0], [0.4, 0.8, -0.7], [-0.2, 0.0, 0.4], [1.9, -1.5, -2.7], [0.0, 2.1, -0.7], [1.6, 0.7, -0.9], [-2.9, -1.4, 4.7], [0.1, 0.3, -0.3], [-0.1, -0.4, -0.2], [-0.1, 0.5, 0.0], [-0.1, -0.5, 0.0], [0.5, 1.4, -2.3], [0.5, -1.2, 0.1], [1.0, -1.5, -0.1], [-3.0, 1.6, 2.7], [0.3, -0.1, 0.0], [0.1, -0.2, -0.3], [0.2, 0.1, -0.2], [0.4, -0.1, -0.2], [0.0, -2.1, -4.6], [0.3, 0.2, 0.8], [-0.5, -2.3, 1.1], [0.7, 4.6, 2.0], [-0.2, 0.2, 0.6], [-0.2, -1.7, -0.2], [0.3, 0.9, -0.4], [-0.5, 0.1, 0.5], [0.9, 1.4, 1.8], [-2.3, 0.8, -0.8], [0.4, 0.0, 3.1], [1.6, -1.5, -3.8], [-0.6, -0.1, 0.1], [0.5, 0.6, 0.6], [-1.2, -0.2, -1.1], [0.6, 0.1, -0.6], [1.1, -2.2, -0.4], [0.5, -0.5, -0.6], [0.1, -0.5, 1.9], [-1.2, 4.9, -3.3], [-0.3, -1.2, 1.8], [-0.3, 0.0, 0.4], [0.1, -0.2, 0.0], [0.0, -0.8, -0.2], [-2.0, -2.5, 6.9], [1.9, 1.1, -3.5], [2.0, 0.4, 0.1], [-0.6, 0.9, -3.3], [-0.8, 0.2, -0.1], [-0.2, -0.2, 0.0], [-0.6, -0.1, -0.5], [0.1, 0.4, 0.3], [0.7, -1.8, -1.1], [1.0, 0.2, -3.1], [-2.0, -1.5, 0.0], [0.8, 3.2, 4.4], [0.1, 0.2, 0.3], [-1.1, -1.1, -0.7], [0.7, 1.0, 0.3], [-0.3, -0.2, -0.1], [2.2, -2.2, -3.0], [-1.5, 1.7, 1.9], [0.3, 1.1, 0.1], [-1.7, -2.1, 2.6], [-0.2, 0.9, 0.0], [0.1, 0.1, -0.6], [0.3, 0.1, -0.5], [0.3, 0.2, -0.2], [-0.7, -0.4, 0.6], [-1.3, 1.7, -1.4], [1.0, 2.5, 2.3], [0.6, -5.1, -2.2], [-0.2, 1.0, 0.3], [0.3, 0.2, 0.5], [-0.1, 0.3, -0.3], [0.2, 0.0, 0.0], [-3.3, 5.5, 0.1], [0.6, 0.2, -0.6], [1.5, -4.3, 1.1], [1.8, -1.7, -0.3], [-0.3, -0.4, 0.9], [-0.1, 0.5, -0.8], [0.3, 0.2, 0.0], [-1.0, 0.2, -0.3]],
  "total_energy_ev": -103280.5954,
  "fmax_ev_per_a": 7.6,
  "homo_lumo_gap_ev": 7.8,
  "charge": 0,
  "de_lowest_kj_mol": 351.61
}


{
  "formula": "C7H12",
  "method": "ωB97M-V/def2-TZVPD",
  "symbols": ["C", "C", "C", "C", "C", "C", "C", "H", "H", "H", "H", "H", "H", "H", "H", "H", "H", "H", "H"],
  "positions_angstrom": [[1.642, -1.720, 0.983], [0.424, -0.819, 0.834], [-0.745, -1.377, 0.019], [-1.319, -0.391, -0.702], [-0.699, 0.914, -0.342], [-0.833, 2.200, -1.174], [0.700, 0.504, 0.111], [2.066, -1.951, 0.000], [2.420, -1.236, 1.589], [1.377, -2.664, 1.470], [0.059, -0.564, 1.851], [-1.277, -2.266, 0.337], [-2.280, -0.348, -1.208], [-1.506, 0.527, 0.497], [-0.241, 2.195, -2.109], [-0.485, 3.083, -0.618], [-1.870, 2.388, -1.466], [1.246, 1.250, 0.704], [1.322, 0.274, -0.777]],
  "forces_ev_per_a": [[0.0, -0.1, 0.0], [0.0, -0.1, -0.1], [-0.2, 0.0, 0.0], [0.4, -1.2, -0.9], [-0.6, -0.3, 0.7], [-0.3, -0.2, 0.2], [-0.1, -0.1, 0.1], [0.0, 0.0, 0.1], [-0.1, -0.1, -0.1], [0.1, 0.1, -0.1], [-0.1, -0.1, -0.2], [0.3, -0.3, -0.4], [0.1, -0.6, 0.0], [1.4, 3.7, 0.0], [-0.1, -0.4, 0.4], [-0.1, -0.3, 0.0], [0.1, 0.0, 0.1], [-0.3, -0.2, 0.0], [-0.3, 0.2, 0.1]],
  "total_energy_ev": -7451.3873,
  "fmax_ev_per_a": 4.0,
  "homo_lumo_gap_ev": 9.3,
  "charge": 0,
  "de_lowest_kj_mol": 197.22,
  "smiles": "C[C@@H]1C=C[C@H](C)C1"
}


{
  "formula": "CH5ClN2O4S2",
  "method": "ωB97M-V/def2-TZVPD",
  "symbols": ["C", "N", "N", "O", "O", "O", "O", "S", "S", "Cl", "H", "H", "H", "H", "H"],
  "positions_angstrom": [[-2.526, 0.014, -0.781], [2.095, -0.280, -1.321], [-0.954, 0.952, 1.554], [2.088, 0.037, 1.106], [1.957, -2.269, 0.182], [0.015, -0.840, 0.059], [-0.215, 1.503, -0.698], [1.666, -0.886, 0.103], [-0.986, 0.509, -0.055], [-3.108, -1.066, 0.446], [-3.126, 0.933, -0.923], [1.383, -0.259, -2.019], [2.837, 0.496, -1.369], [0.061, 1.032, 1.621], [-1.187, 0.124, 2.096]],
  "forces_ev_per_a": [[2.8, 0.8, 0.7], [1.8, 1.4, -0.4], [0.1, -0.9, -0.7], [0.0, -0.2, 0.3], [-0.3, 0.2, 0.1], [-0.7, -0.5, -0.7], [0.3, 1.1, -1.2], [-0.3, 0.8, 0.1], [-0.8, -0.3, -0.1], [-1.1, -0.9, 0.6], [0.5, -0.4, 0.2], [-0.2, 0.0, -0.5], [-2.0, -1.7, 0.5], [0.3, 0.5, 0.7], [-0.4, 0.0, 0.3]],
  "total_energy_ev": -46477.0431,
  "fmax_ev_per_a": 3.0,
  "homo_lumo_gap_ev": 9.0,
  "charge": 0
}


{
  "formula": "C5H9NO",
  "method": "ωB97M-V/def2-TZVPD",
  "symbols": ["C", "C", "O", "C", "N", "C", "C", "H", "H", "H", "H", "H", "H", "H", "H", "H"],
  "positions_angstrom": [[1.370, -1.143, 0.104], [0.634, 0.154, -0.047], [1.588, 1.202, 0.073], [-0.326, 0.488, -1.227], [-1.317, 1.057, -0.237], [-1.777, -0.167, 0.425], [-0.516, 0.392, 0.898], [0.651, -1.963, 0.043], [1.870, -1.176, 1.080], [2.122, -1.241, -0.679], [1.143, 2.008, 0.378], [-0.830, -0.287, -1.828], [0.155, 1.184, -1.922], [-1.746, -1.161, -0.027], [-2.661, 0.072, 1.001], [-0.361, 0.581, 1.966]],
  "forces_ev_per_a": [[0.1, -0.2, -0.1], [0.0, -0.4, 0.0], [0.0, 0.1, 0.2], [0.3, 0.1, 0.0], [-0.1, -0.1, -0.1], [-0.3, -0.2, 0.1], [0.1, -0.1, 0.3], [0.2, -0.1, -0.1], [-0.1, 0.0, -0.2], [0.0, -0.1, 0.0], [0.0, -0.2, -0.2], [0.5, 0.0, 0.3], [-0.3, 0.2, 0.3], [-0.3, 0.4, -0.4], [0.0, -0.4, 0.3], [-0.2, 0.9, -0.5]],
  "total_energy_ev": -8866.0661,
  "fmax_ev_per_a": 1.1,
  "homo_lumo_gap_ev": 10.3,
  "charge": 0,
  "de_lowest_kj_mol": 303.60,
  "smiles": "C[C@@]1(O)CN2C[C@H]21"
}